*i*
The following is a quantum chemistry calculation of one molecule with the formula C7H14, from OMol25.

Element x y z (Å)
C  -0.704  2.504  -0.762
C  -0.808  1.018  -1.091
C  0.487  0.222  -0.818
C  0.172  -1.224  -0.386
C  1.390  -1.983  0.169
C  -0.924  -1.199  0.652
C  -0.514  -0.508  1.901
H  -0.438  2.647  0.293
H  0.057  3.004  -1.370
H  -1.662  3.010  -0.929
H  -1.114  0.883  -2.135
H  1.133  0.218  -1.707
H  1.066  0.716  -0.029
H  -0.189  -1.772  -1.267
H  1.873  -1.434  0.984
H  1.090  -2.965  0.554
H  2.133  -2.147  -0.617
H  -1.629  0.592  -0.497
H  -1.336  0.084  2.324
H  0.427  0.065  1.945
H  -0.425  -1.367  2.590

Summary:
LUMO level = 0.35 eV
highest occupied orbital energy = -7.919 eV

*ii*
The following is a quantum chemistry calculation of one molecule with the formula C7H14, from OMol25.

Element x y z (Å)
C  0.711  -0.022  -0.086
C  -0.618  0.670  0.336
C  1.884  0.951  0.191
C  0.934  -1.315  0.722
C  0.694  -0.367  -1.587
C  -1.886  -0.120  0.145
C  -3.091  0.355  0.485
H  -0.715  1.609  -0.227
H  -0.545  0.943  1.398
H  -1.827  -1.116  -0.284
H  1.912  -1.756  0.494
H  0.480  0.521  -2.193
H  2.413  1.226  -0.728
H  1.543  1.884  0.653
H  2.626  0.514  0.869
H  0.178  -2.075  0.496
H  0.899  -1.118  1.799
H  1.664  -0.764  -1.909
H  -0.059  -1.124  -1.826
H  -3.212  1.344  0.918
H  -3.987  -0.240  0.334

Summary:
LUMO level = 0.94 eV
highest occupied orbital energy = -9.475 eV

*iii*
The following is a quantum chemistry calculation of a 3-piece molecular cluster, C7H14 overall, from OMol25.

Element x y z (Å)
C  1.675  -0.189  1.840
C  0.398  -0.348  2.174
C  -0.476  0.740  2.729
C  -1.491  -0.202  -0.433
C  -0.866  -0.072  -1.585
C  -0.473  -0.650  -2.871
C  -0.166  0.808  -2.522
H  1.597  -0.633  -0.536
H  2.164  0.783  1.895
H  2.282  -1.022  1.498
H  -0.052  -1.336  2.081
H  -0.514  0.669  3.823
H  -0.091  1.732  2.468
H  -1.507  0.664  2.370
H  -1.943  -1.144  -0.129
H  -1.575  0.640  0.248
H  1.797  -0.900  -1.201
H  0.363  -1.346  -2.914
H  -1.258  -0.850  -3.596
H  -0.735  1.592  -3.015
H  0.874  1.063  -2.325

Summary:
LUMO level = 1.22 eV
highest occupied orbital energy = -9.322 eV

*iv*
The following is a quantum chemistry calculation of a 2-piece molecular cluster, C7H14 overall, from OMol25.

Element x y z (Å)
C  -0.091  0.629  2.101
C  0.612  -0.299  1.174
C  0.713  1.730  -1.369
C  -0.824  1.741  -1.269
C  -0.263  -1.283  0.606
C  0.382  -2.681  0.470
C  0.179  -1.883  -0.740
H  -1.193  0.668  2.050
H  0.184  0.249  3.099
H  0.326  1.642  2.060
H  1.093  2.687  -1.738
H  1.195  1.529  -0.407
H  1.070  0.955  -2.056
H  -1.180  1.373  -0.299
H  -1.227  2.752  -1.392
H  -1.282  1.109  -2.037
H  -1.346  -1.289  0.781
H  1.386  -2.768  0.870
H  -0.289  -3.508  0.680
H  -0.637  -2.142  -1.408
H  1.038  -1.410  -1.203

Summary:
LUMO level = 0.57 eV
highest occupied orbital energy = -8.023 eV

Best to worst by energy: *ii*, *i*, *iii*, *iv*.

*i*
The following is a quantum chemistry calculation of one molecule with the formula C7H14, from OMol25.

Element x y z (Å)
C  1.617  -0.708  -2.792
C  0.939  -0.358  -1.443
C  -0.310  0.492  -1.425
C  -0.563  1.184  -0.060
C  -0.810  -0.656  3.335
C  -1.190  0.348  2.267
C  -0.755  0.178  1.018
H  0.893  -1.306  -3.332
H  2.537  -1.245  -2.591
H  1.796  0.220  -3.330
H  1.693  0.176  -0.857
H  0.847  -1.330  -0.951
H  -0.126  1.276  -2.171
H  -1.295  0.087  -1.662
H  -1.247  2.016  -0.284
H  0.232  1.913  0.177
H  -1.697  -1.088  3.796
H  -0.274  -1.488  2.881
H  -0.133  -0.173  4.036
H  -1.552  1.304  2.627
H  -0.603  -0.842  0.761

Summary:
LUMO level = 1.22 eV
highest occupied orbital energy = -8.884 eV

*ii*
The following is a quantum chemistry calculation of a 2-piece molecular cluster, C7H14 overall, from OMol25.

Element x y z (Å)
C  -2.437  -0.215  -0.872
C  -1.145  0.003  -1.103
C  0.174  1.651  0.090
C  1.245  0.715  -0.366
C  2.405  0.537  0.590
C  -0.126  0.168  -0.020
C  -0.247  -0.727  1.211
H  -1.204  -2.494  -1.066
H  -2.808  -0.378  0.136
H  -3.172  -0.224  -1.667
H  -0.806  0.188  -2.122
H  -0.307  2.291  -0.643
H  0.252  2.086  1.081
H  1.519  0.738  -1.420
H  2.054  0.566  1.628
H  2.957  -0.396  0.446
H  3.108  1.369  0.468
H  -0.634  -2.958  -0.961
H  -1.140  -1.353  1.159
H  -0.296  -0.156  2.142
H  0.608  -1.409  1.288

Summary:
LUMO level = 1.15 eV
highest occupied orbital energy = -8.890 eV

*iii*
The following is a quantum chemistry calculation of a 2-piece molecular cluster, C7H14 overall, from OMol25.

Element x y z (Å)
C  1.036  -0.909  -1.181
C  0.302  -0.974  0.163
C  0.171  -2.429  0.626
C  1.022  -0.176  1.219
C  0.495  0.822  1.922
C  -0.743  2.603  -0.879
C  -1.341  1.891  -1.828
H  2.044  -1.335  -1.094
H  0.498  -1.483  -1.945
H  1.139  0.123  -1.536
H  -0.702  -0.546  0.035
H  -0.365  -3.035  -0.113
H  1.164  -2.874  0.768
H  -0.364  -2.492  1.580
H  1.058  1.335  2.698
H  2.049  -0.490  1.422
H  -0.524  1.164  1.746
H  -1.214  3.481  -0.442
H  0.237  2.335  -0.490
H  -0.869  1.015  -2.266
H  -2.324  2.155  -2.209

Summary:
LUMO level = 1.17 eV
highest occupied orbital energy = -9.633 eV

*iv*
The following is a quantum chemistry calculation of one molecule with the formula C7H14, from OMol25.

Element x y z (Å)
C  -1.345  1.340  -0.671
C  -1.210  -0.073  0.155
C  -2.324  -1.106  -0.208
C  0.150  -0.853  0.023
C  1.343  -0.102  0.551
C  2.714  -0.334  -0.015
C  1.987  0.952  -0.300
H  -1.105  1.149  -1.704
H  -2.371  1.774  -0.595
H  -0.707  2.192  -0.312
H  -1.346  0.579  0.985
H  -3.312  -0.664  -0.083
H  -2.191  -1.366  -1.270
H  -2.347  -2.086  0.315
H  0.161  -1.876  0.468
H  0.276  -1.050  -1.054
H  1.292  0.101  1.620
H  3.567  -0.306  0.658
H  2.815  -1.049  -0.829
H  1.592  1.096  -1.303
H  2.336  1.862  0.178

Summary:
LUMO level = 1.20 eV
highest occupied orbital energy = -10.058 eV

Best to worst by energy: *i*, *iii*, *iv*, *ii*.

*i*
The following is a quantum chemistry calculation of one molecule with the formula C7H14, from OMol25.

Element x y z (Å)
C  1.396  -1.288  1.113
C  1.061  -0.576  -0.447
C  0.058  0.608  -0.604
C  0.613  2.050  -0.621
C  -1.263  0.442  -1.325
C  -1.279  0.356  0.159
C  -1.431  -0.998  0.834
H  2.324  -1.799  0.882
H  1.573  -0.489  1.850
H  0.875  -2.066  1.765
H  2.074  -0.233  -0.731
H  0.789  -1.373  -1.164
H  0.904  2.463  -1.607
H  1.489  2.155  0.031
H  -0.163  2.724  -0.236
H  -1.705  1.331  -1.773
H  -1.437  -0.474  -1.880
H  -1.622  1.210  0.737
H  -1.834  -0.947  1.855
H  -0.415  -1.347  0.925
H  -1.972  -1.764  0.261

Summary:
LUMO level = 1.12 eV
highest occupied orbital energy = -9.233 eV

*ii*
The following is a quantum chemistry calculation of a 2-piece molecular cluster, C7H14 overall, from OMol25.

Element x y z (Å)
C  1.613  -0.521  -1.514
C  0.612  0.550  -1.829
C  -0.265  0.507  -2.829
C  -0.011  1.564  1.526
C  -0.095  0.288  1.892
C  -1.338  -0.552  1.800
C  -1.219  -1.645  0.732
H  1.525  -1.366  -2.204
H  2.638  -0.133  -1.573
H  1.469  -0.891  -0.491
H  0.615  1.414  -1.164
H  -0.307  -0.338  -3.514
H  -1.086  -1.199  -0.260
H  -0.970  1.315  -3.003
H  0.919  2.122  1.597
H  -0.876  2.098  1.138
H  0.798  -0.216  2.271
H  -1.537  -1.016  2.775
H  -2.196  0.093  1.573
H  -2.116  -2.273  0.710
H  -0.359  -2.297  0.929

Summary:
LUMO level = 1.17 eV
highest occupied orbital energy = -9.508 eV

*iii*
The following is a quantum chemistry calculation of one molecule with the formula C7H14, from OMol25.

Element x y z (Å)
C  -1.268  1.335  -0.311
C  -1.279  -0.091  0.248
C  -2.210  -0.968  -0.593
C  0.106  -0.777  0.335
C  1.318  0.112  0.503
C  2.639  -0.383  -0.018
C  1.936  0.752  -0.708
H  -1.119  1.339  -1.398
H  -2.230  1.820  -0.109
H  -0.481  1.950  0.135
H  -1.688  -0.035  1.267
H  -3.208  -0.527  -0.691
H  -1.794  -1.077  -1.604
H  -2.317  -1.974  -0.170
H  0.078  -1.504  1.158
H  0.264  -1.371  -0.577
H  1.356  0.696  1.423
H  3.543  -0.163  0.542
H  2.647  -1.351  -0.514
H  1.471  0.554  -1.672
H  2.356  1.749  -0.616

Summary:
LUMO level = 1.22 eV
highest occupied orbital energy = -10.082 eV

*iv*
The following is a quantum chemistry calculation of a 2-piece molecular cluster, C7H14 overall, from OMol25.

Element x y z (Å)
C  2.619  1.192  1.592
C  1.402  0.586  2.215
C  0.276  1.224  2.510
H  2.673  0.935  0.534
H  2.634  2.272  1.731
H  3.531  0.793  2.046
H  1.401  -0.500  2.293
H  -0.672  0.704  2.540
H  0.249  2.306  2.587
C  -0.282  -0.191  -2.585
C  -1.196  -0.861  -1.598
C  -2.009  -1.861  -1.911
C  -1.118  -0.318  -0.194
H  -0.118  0.856  -2.334
H  -0.677  -0.264  -3.598
H  0.699  -0.675  -2.586
H  -2.615  -2.344  -1.157
H  -2.071  -2.210  -2.934
H  -1.703  -0.934  0.490
H  -1.474  0.712  -0.153
H  -0.089  -0.342  0.162

Summary:
LUMO level = 0.98 eV
highest occupied orbital energy = -9.208 eV

Best to worst by energy: *iii*, *ii*, *iv*, *i*.

*i*
The following is a quantum chemistry calculation of an isolated ion of composition CH6N3 and charge +1, from OMol25.

Element x y z (Å)
N  0.314  1.308  -0.060
C  -0.077  0.010  0.074
N  -0.967  -0.600  -0.856
N  0.736  -0.837  0.840
H  -0.198  1.910  -0.707
H  0.712  1.801  0.715
H  -0.439  -1.036  -1.711
H  -1.900  -0.186  -1.119
H  0.207  -1.296  1.620
H  1.505  -0.345  1.292

Summary:
LUMO level = -4.98 eV
total charge = +1
highest occupied orbital energy = -15.918 eV

*ii*
The following is a quantum chemistry calculation of CH6N3 as an isolated structure, from OMol25.

Element x y z (Å)
C  -0.701  -1.091  -0.591
N  -0.643  -0.139  0.060
N  -0.690  -2.160  -1.296
N  0.633  1.772  1.001
H  -0.044  0.748  0.502
H  1.366  1.343  1.520
H  -0.784  -3.051  -0.894
H  -0.350  -2.266  -2.223
H  0.108  2.382  1.541
H  1.105  2.462  0.380

Summary:
LUMO level = -3.20 eV
total charge = +1
highest occupied orbital energy = -15.787 eV

*iii*
The following is a quantum chemistry calculation of a 2-piece molecular cluster, CH6N3 overall, from OMol25.

Element x y z (Å)
C  0.178  -0.981  -1.145
N  0.057  0.416  -1.607
N  0.775  0.180  -0.583
N  0.168  0.641  1.200
H  -0.449  -1.482  -0.480
H  0.686  -1.684  -1.810
H  -0.794  1.035  -1.625
H  0.474  -0.171  1.506
H  -0.847  0.711  1.193
H  0.622  1.440  1.640

Summary:
LUMO level = -5.83 eV
total charge = +1
highest occupied orbital energy = -14.981 eV

Best to worst by energy: *i*, *ii*, *iii*.

*i*
The following is a quantum chemistry calculation of a 2-piece molecular cluster, CH3FN2 overall, from OMol25.

Element x y z (Å)
C  -0.432  0.379  0.060
N  0.641  0.735  -0.120
N  -1.635  -0.120  0.233
F  2.961  -0.010  0.332
H  2.226  0.243  -0.223
H  -1.694  -1.171  0.435
H  -2.067  -0.057  -0.717

Summary:
LUMO level = 0.16 eV
highest occupied orbital energy = -11.340 eV

*ii*
The following is a quantum chemistry calculation of one molecule with the formula CH3FN2, from OMol25.

Element x y z (Å)
C  0.152  -0.229  -0.313
N  -0.519  -0.296  0.793
N  -0.959  -1.289  1.350
F  -1.601  -0.925  2.518
H  0.196  -1.264  -0.872
H  0.521  0.748  -0.515
H  -0.516  0.575  1.409

Summary:
LUMO level = 0.91 eV
highest occupied orbital energy = -8.114 eV

Best to worst by energy: *i*, *ii*.